Record 1
The following is a quantum chemistry calculation of a cluster of 3 separate species, C4H12O4 in total in a non-equilibrium geometry, from the Open Molecules 2025 dataset.

Cartesian coordinates (Å):
O (-1.705, -2.756, -0.951)
C (-1.035, -1.812, -1.279)
C (-1.423, -0.488, -0.603)
C (-0.635, -0.387, 0.700)
C (-0.468, 1.046, 1.272)
O (0.678, 1.071, 2.121)
H (-0.204, -1.978, -2.051)
H (-2.514, -0.329, -0.552)
H (-1.245, 0.339, -1.307)
H (-1.030, -0.987, 1.563)
H (0.320, -0.716, 0.426)
H (-0.401, 1.870, 0.690)
H (-1.327, 1.286, 1.878)
H (0.595, 0.379, 2.839)
O (0.886, 0.780, -1.862)
H (1.096, 0.431, -2.710)
H (1.539, 1.434, -1.612)
O (2.612, 0.230, 0.394)
H (2.373, 0.577, 1.256)
H (1.890, 0.010, -0.214)

Results
relative energy (zero: lowest compared OMol25 entry of this formula, charge and spin)	48.70	kcal/mol
SMILES	O=CCCCO.O.O
frontier orbital gap	10.103	eV
charge	0
HOMO	-0.3538	Ha
lowest unoccupied orbital energy	0.0174	Eh

***

Record 2
The following is a quantum chemistry calculation of an isolated molecule of C4H6O2 in a non-equilibrium geometry, from the Open Molecules 2025 dataset.

Cartesian coordinates (Å):
O (-1.137, -0.180, -1.684)
C (-1.229, -0.636, -0.556)
C (-0.557, -0.175, 0.727)
C (0.682, 0.695, 0.544)
C (1.347, 0.086, -0.691)
O (2.499, -0.301, -0.667)
H (-2.001, -1.390, -0.408)
H (-0.335, -1.055, 1.345)
H (-1.377, 0.342, 1.247)
H (0.402, 1.715, 0.253)
H (1.296, 0.756, 1.456)
H (0.409, 0.142, -1.567)

Results
relative energy (zero: lowest compared OMol25 entry of this formula, charge and spin)	53.97	kcal/mol
SMILES	O=CCCC=O
frontier orbital gap	9.105	eV
charge	0
HOMO	-0.3204	Ha
lowest unoccupied orbital energy	0.0142	Eh

***

Record 3
The following is a quantum chemistry calculation of an isolated molecule of C24H28FN3O4S in a non-equilibrium geometry, from the Open Molecules 2025 dataset.

Cartesian coordinates (Å):
C (-2.067, -1.726, -2.143)
C (-2.116, -2.525, -0.867)
O (-3.152, -2.984, -0.425)
N (-0.947, -2.687, -0.181)
C (0.329, -2.193, -0.424)
C (0.950, -1.878, -1.624)
C (2.231, -1.347, -1.583)
C (2.876, -1.159, -0.377)
S (4.409, -0.241, -0.348)
O (5.093, -0.520, 0.881)
O (5.103, -0.427, -1.589)
N (3.950, 1.362, -0.279)
C (3.468, 1.969, -1.498)
C (1.943, 2.061, -1.548)
C (1.369, 2.796, -0.325)
C (0.241, 1.972, 0.304)
O (0.104, 0.777, 0.139)
N (-0.563, 2.683, 1.123)
C (-1.650, 2.048, 1.848)
C (-2.818, 1.719, 0.951)
C (-3.507, 2.735, 0.299)
C (-4.565, 2.444, -0.541)
C (-4.929, 1.121, -0.718)
F (-5.961, 0.836, -1.538)
C (-4.265, 0.089, -0.082)
C (-3.202, 0.401, 0.747)
C (2.457, 3.009, 0.744)
C (3.252, 1.725, 0.940)
C (2.299, -1.555, 0.821)
C (1.032, -2.086, 0.785)
C (0.176, -2.580, 1.912)
C (-0.998, -3.247, 1.177)
C (-0.853, -4.764, 1.111)
H (-3.084, -1.450, -2.410)
H (-1.656, -2.328, -2.950)
H (-1.465, -0.831, -2.005)
H (0.473, -2.032, -2.576)
H (2.746, -1.077, -2.491)
H (3.910, 2.968, -1.590)
H (3.851, 1.359, -2.316)
H (1.643, 2.559, -2.470)
H (1.527, 1.051, -1.555)
H (0.965, 3.771, -0.614)
H (-0.492, 3.687, 1.148)
H (-1.959, 2.720, 2.651)
H (-1.260, 1.123, 2.282)
H (-3.218, 3.765, 0.450)
H (-5.108, 3.223, -1.053)
H (-4.565, -0.935, -0.237)
H (-2.665, -0.395, 1.238)
H (2.003, 3.297, 1.694)
H (3.128, 3.811, 0.434)
H (4.000, 1.840, 1.729)
H (2.563, 0.924, 1.236)
H (2.858, -1.450, 1.738)
H (0.705, -3.285, 2.552)
H (-0.155, -1.742, 2.529)
H (-1.971, -2.999, 1.612)
H (-0.899, -5.189, 2.110)
H (-1.662, -5.183, 0.518)
H (0.097, -5.031, 0.654)

Results
relative energy (zero: lowest compared OMol25 entry of this formula, charge and spin)	4.80	kcal/mol
SMILES	CC(=O)N1c2ccc(S(=O)(=O)N3CCC(C(=O)NCc4ccc(F)cc4)CC3)cc2C[C@@H]1C
frontier orbital gap	8.757	eV
charge	0
HOMO	-0.3104	Ha
lowest unoccupied orbital energy	0.0114	Eh

***

Record 4
The following is a quantum chemistry calculation of a structure of composition C22H23O9S2 in a non-equilibrium geometry, from the Open Molecules 2025 dataset.

Cartesian coordinates (Å):
C (-5.178, -2.921, -0.114)
O (-4.625, -2.080, -1.129)
C (-3.395, -1.552, -0.881)
C (-2.697, -1.723, 0.349)
C (-1.468, -1.079, 0.507)
C (-0.965, -0.217, -0.497)
C (0.209, 0.688, -0.233)
C (1.388, -0.307, -0.088)
S (3.038, 0.141, -0.222)
O (3.305, 1.015, -1.353)
O (3.490, 0.528, 1.095)
C (3.874, -1.418, -0.625)
C (3.054, -2.520, -0.541)
C (3.535, -3.805, -0.848)
C (4.877, -3.971, -1.230)
C (5.713, -2.849, -1.332)
C (5.206, -1.572, -1.042)
S (1.351, -2.079, -0.116)
O (1.148, -2.560, 1.233)
O (0.587, -2.715, -1.182)
C (-1.689, -0.030, -1.691)
C (-2.893, -0.702, -1.902)
H (-6.128, -3.253, -0.517)
H (-4.541, -3.789, 0.103)
H (-5.340, -2.373, 0.824)
H (-3.091, -2.387, 1.118)
H (-0.914, -1.266, 1.431)
H (0.639, 1.314, -1.023)
H (2.876, -4.674, -0.778)
H (5.264, -4.971, -1.467)
H (6.757, -2.972, -1.652)
H (5.847, -0.695, -1.128)
H (-1.203, 0.574, -2.454)
H (-3.402, -0.563, -2.843)
H (-1.037, 1.473, 1.254)
C (-0.301, 1.811, 0.526)
C (-1.151, 2.789, -0.379)
O (-0.740, 3.831, -0.824)
O (-2.429, 2.370, -0.607)
C (-3.208, 3.267, -1.437)
C (-4.533, 2.601, -1.683)
C (0.713, 2.630, 1.295)
O (1.100, 3.722, 1.006)
O (1.113, 1.917, 2.387)
C (2.093, 2.639, 3.141)
C (2.369, 1.760, 4.322)
H (-3.322, 4.230, -0.915)
H (-2.648, 3.400, -2.369)
H (-5.056, 3.157, -2.453)
H (-4.432, 1.573, -2.027)
H (-5.168, 2.621, -0.796)
H (2.961, 2.723, 2.480)
H (1.702, 3.626, 3.433)
H (3.216, 2.164, 4.854)
H (1.525, 1.733, 5.012)
H (2.604, 0.746, 4.007)

Results
frontier orbital gap	6.684	eV
charge	-1
HOMO	-0.1472	Ha
lowest unoccupied orbital energy	0.0985	Eh